Model i:
Computed, not measured: a molecular structure, C52H132BHgN12O20, with ωB97M-V/def2-TZVPD.

Total charge: +1
HOMO-LUMO gap, eV: 5.07
M, g mol⁻¹: 1457.1

Each line ends with the Löwdin charge.
CARTESIAN COORDINATES (ANGSTROEM)
Hg  -17.54992  3.03870  3.27770  1.3182
O  -21.11090  2.31454  6.39845  0.1316
C  -21.20417  1.32497  5.73511  -0.3924
O  -22.02338  0.33236  5.93154  0.2357
B  -21.64423  -0.80148  5.05468  -0.8461
O  -20.50230  -0.26401  4.22830  0.2440
C  -20.24302  0.95039  4.59680  -0.3637
O  -19.33137  1.64792  4.22284  0.0298
O  -22.76566  -1.13547  4.16507  0.1967
C  -23.16685  -2.39374  4.38332  -0.3420
O  -24.01708  -2.96949  3.79327  0.1544
C  -22.18510  -2.99245  5.39116  -0.3622
O  -21.32741  -2.06549  5.74248  0.2467
O  -22.29103  -4.10463  5.81671  0.1325
C  -25.26132  1.16040  5.43365  -0.0516
C  -24.84436  2.60749  5.17714  -0.4255
C  -24.66265  2.95750  3.71043  -0.2114
O  -24.05676  4.22648  3.60106  -0.1952
C  -23.96385  4.65094  2.25467  -0.1061
N  -25.79533  3.52209  5.85187  0.0593
H  -24.49062  0.42468  5.21954  0.0609
H  -26.19763  0.91918  4.92120  0.0766
H  -25.47489  1.05139  6.50004  0.0822
H  -23.89889  2.69719  5.72588  0.1030
H  -25.63353  2.94865  3.19793  0.1347
H  -24.06809  2.14403  3.26270  0.1265
H  -24.95944  4.71217  1.80521  0.0952
H  -23.35576  3.95954  1.65805  0.0746
H  -23.49996  5.63602  2.28034  0.0884
H  -26.71310  3.20239  5.55859  0.0772
H  -25.56021  4.43458  5.47483  0.0700
C  -22.57329  3.78878  12.32167  -0.0537
C  -22.46391  4.98943  11.38639  -0.4301
C  -23.17939  4.76279  10.04336  -0.1797
O  -22.86552  3.45562  9.55859  -0.2317
C  -23.68851  3.05667  8.48868  -0.1190
N  -23.05219  6.21119  11.96972  0.0328
H  -23.58481  3.71218  12.72274  0.0850
H  -21.86354  3.93611  13.13909  0.0790
H  -22.32169  2.85065  11.82690  0.0563
H  -21.41443  5.18651  11.15938  0.1126
H  -22.88638  5.46831  9.26030  0.1250
H  -24.27075  4.75852  10.17369  0.1278
H  -23.77211  3.72237  7.62658  0.0739
H  -24.69728  2.88916  8.88672  0.0976
H  -23.37595  2.08469  8.10301  0.0703
H  -24.03733  6.01352  12.13741  0.0700
H  -22.67455  6.26754  12.91471  0.0711
C  -15.31205  -5.71568  8.99961  -0.0689
C  -16.68940  -5.14062  9.37546  -0.4411
C  -17.71577  -5.44333  8.30171  -0.2284
O  -18.94118  -4.81603  8.63460  -0.1920
C  -20.01366  -5.36819  7.92134  -0.1256
N  -17.02109  -5.73782  10.67437  0.0402
H  -14.62246  -5.56491  9.82613  0.0796
H  -14.88423  -5.13011  8.17605  0.0739
H  -15.34915  -6.73713  8.62110  0.0799
H  -16.54140  -4.06329  9.46941  0.1168
H  -17.79241  -6.52643  8.14056  0.1312
H  -17.37759  -5.07620  7.31967  0.1267
H  -20.32437  -6.36186  8.26495  0.0945
H  -19.94278  -5.46269  6.82925  0.0901
H  -20.87647  -4.70623  8.02717  0.0665
H  -18.02929  -5.70518  10.82764  0.0693
H  -16.86252  -6.74171  10.60828  0.0735
C  -26.40876  -6.97989  2.92131  -0.0422
C  -25.45526  -6.85405  4.10647  -0.4001
C  -24.22888  -5.97216  3.86932  -0.2044
O  -23.34330  -6.64872  2.99199  -0.1599
C  -22.13725  -5.94642  2.84560  -0.1099
N  -26.13414  -6.37261  5.33329  0.0156
H  -27.11790  -7.77781  3.14944  0.0762
H  -25.85289  -7.14488  2.00116  0.0721
H  -27.01961  -6.08332  2.79058  0.0653
H  -24.98063  -7.81383  4.35611  0.1407
H  -23.74187  -5.81357  4.83705  0.0920
H  -24.52313  -5.00045  3.45356  0.0968
H  -22.26241  -5.17008  2.07882  0.0688
H  -21.33352  -6.61512  2.53529  0.0889
H  -21.77196  -5.44966  3.75216  0.0730
H  -26.92092  -6.99437  5.51673  0.0883
H  -25.47585  -6.63403  6.06854  0.0318
C  -20.11006  3.10391  -0.31081  -0.0441
C  -19.32027  3.46440  0.94173  -0.3966
C  -20.17997  4.19296  1.95978  -0.1834
O  -19.47420  4.44023  3.17545  -0.3019
C  -20.31943  4.85770  4.25231  -0.0454
N  -18.70328  2.23125  1.53646  0.0109
H  -20.69861  3.93500  -0.70934  0.0940
H  -20.87918  2.34712  -0.12655  0.0769
H  -19.45943  2.76154  -1.11309  0.0904
H  -18.54022  4.11450  0.53266  0.1403
H  -20.99645  3.51332  2.24952  0.1264
H  -20.65447  5.06598  1.50986  0.1448
H  -20.68606  5.87019  4.06956  0.1065
H  -19.76927  4.76480  5.18035  0.0683
H  -21.22020  4.23815  4.29453  0.0867
H  -18.54644  1.49434  0.83106  0.0688
H  -19.50634  1.81980  2.01862  0.0579
C  -21.55033  -0.41937  0.99293  -0.0429
C  -20.26674  -1.22992  0.82454  -0.3798
C  -20.42486  -2.48480  -0.02533  -0.1850
O  -20.71183  -2.04119  -1.33784  -0.1932
C  -20.54470  -3.04667  -2.29971  -0.1021
N  -19.21865  -0.32543  0.27524  0.0363
H  -21.33074  0.47445  1.58459  0.0558
H  -22.28822  -0.91056  1.63415  0.0674
H  -22.03082  -0.18110  0.04425  0.0901
H  -19.95191  -1.43326  1.85141  0.1308
H  -21.21167  -3.14844  0.34442  0.1157
H  -19.46796  -3.02191  -0.07070  0.1256
H  -19.55406  -3.51659  -2.26449  0.0905
H  -20.72644  -2.67759  -3.30579  0.0932
H  -21.25518  -3.87125  -2.15106  0.0863
H  -19.37200  -0.26077  -0.73293  0.0887
H  -18.35669  -0.87232  0.32377  0.0888
C  -18.02815  -1.84314  7.63901  -0.0345
C  -18.62031  -0.70651  8.46793  -0.3991
C  -19.49434  -1.16352  9.62931  -0.1936
O  -20.27150  -0.16868  10.24865  -0.1712
C  -21.32150  0.34192  9.44362  -0.0752
N  -17.51357  0.17117  8.95427  0.0437
H  -18.89399  -2.46116  7.37889  0.0792
H  -17.39658  -2.53301  8.20428  0.0641
H  -17.49606  -1.51181  6.75534  0.0529
H  -19.17106  -0.09508  7.73572  0.1189
H  -18.80216  -1.60435  10.35858  0.1375
H  -20.13048  -2.04600  9.45178  0.1293
H  -21.75646  -0.48533  8.87274  0.0905
H  -21.05021  1.11682  8.71622  0.0563
H  -21.97189  0.86038  10.14729  0.0897
H  -16.85133  -0.53163  9.28302  0.0791
H  -17.77041  0.69757  9.78819  0.0496
C  -19.27292  5.23278  8.41372  -0.0366
C  -18.63631  3.95898  8.95549  -0.3880
C  -19.14503  3.58913  10.35353  -0.2108
O  -18.33489  2.58235  10.89650  -0.1961
C  -18.75897  2.20511  12.19206  -0.0864
N  -18.80993  2.82551  8.02896  0.0761
H  -19.17886  6.05623  9.12003  0.0878
H  -20.30925  5.10816  8.09596  0.0815
H  -18.72589  5.53368  7.51300  0.0545
H  -17.56307  4.12930  9.05008  0.1217
H  -20.21636  3.34550  10.34439  0.1162
H  -19.09923  4.47236  11.01204  0.1274
H  -19.81326  1.91196  12.18465  0.0805
H  -18.71466  3.06388  12.87197  0.0912
H  -18.15937  1.38474  12.57161  0.0937
H  -19.79447  2.61161  7.92358  0.0425
H  -18.41543  2.00778  8.49854  0.0394
C  -25.92196  -0.98725  1.80783  -0.0634
C  -25.70205  -1.70104  0.50536  -0.4292
C  -24.89314  -2.99555  0.63921  -0.2094
O  -24.83553  -3.67337  -0.59717  -0.1938
C  -24.05686  -4.84666  -0.52575  -0.0923
N  -26.96923  -1.95407  -0.20585  0.0456
H  -24.97788  -0.79936  2.32606  0.0607
H  -26.61234  -1.53734  2.45035  0.0563
H  -26.36094  0.01082  1.71671  0.0790
H  -25.14548  -1.07260  -0.20294  0.1315
H  -25.37633  -3.63237  1.39614  0.1241
H  -23.86073  -2.80872  0.96718  0.1059
H  -24.47288  -5.50558  0.24078  0.0866
H  -23.02395  -4.61894  -0.21801  0.0581
H  -23.96784  -5.24475  -1.53206  0.0924
H  -26.77341  -2.69810  -0.87354  0.0614
H  -27.64366  -2.38192  0.42751  0.0736
C  -15.35821  3.75030  7.05763  -0.0358
C  -15.92616  3.26824  5.71432  -0.4151
C  -15.88154  1.75504  5.67310  -0.1873
O  -16.36973  1.33246  4.40774  -0.3055
C  -16.60863  -0.07777  4.35500  -0.0498
N  -17.34797  3.70008  5.55391  0.0274
H  -14.28436  3.58734  7.14590  0.0936
H  -15.90258  3.38240  7.92293  0.0722
H  -15.46504  4.84079  7.10481  0.0894
H  -15.32936  3.76688  4.94469  0.1337
H  -16.40041  1.33875  6.54452  0.1290
H  -14.82633  1.47419  5.77403  0.1453
H  -15.67796  -0.61142  4.55199  0.1070
H  -16.97087  -0.33081  3.36124  0.0928
H  -17.36469  -0.34523  5.09062  0.0716
H  -17.33860  4.69993  5.77498  0.0879
H  -17.87849  3.38225  6.40933  0.0666
C  -24.15235  -6.21798  9.46786  -0.0533
C  -24.72409  -5.31017  8.39052  -0.3877
C  -24.35665  -3.83667  8.56845  -0.1868
O  -25.13739  -3.07439  7.66320  -0.1929
C  -25.05999  -1.70427  7.89373  -0.1054
N  -24.25878  -5.76824  7.06729  0.0151
H  -24.59743  -5.94846  10.43152  0.0786
H  -23.07529  -6.09128  9.59723  0.0707
H  -24.38716  -7.25933  9.26579  0.0781
H  -25.81020  -5.39750  8.31828  0.1477
H  -23.29040  -3.65648  8.38135  0.1187
H  -24.58660  -3.52190  9.59725  0.1299
H  -25.72979  -1.17789  7.21068  0.0581
H  -24.07981  -1.26509  7.62832  0.0834
H  -25.25589  -1.40333  8.92776  0.0998
H  -24.77691  -5.18294  6.40943  0.0476
H  -23.30197  -5.46985  6.87455  0.0536
C  -27.34081  -1.52053  5.19812  -0.0839
C  -27.49397  -3.00969  5.41994  -0.4175
C  -28.91986  -3.44242  5.75888  -0.2022
O  -29.29144  -2.81495  6.96063  -0.1729
C  -30.66096  -2.91007  7.21597  -0.1315
N  -27.03909  -3.68988  4.19765  0.0605
H  -26.28881  -1.26611  5.04013  0.0470
H  -27.65203  -0.91562  6.05518  0.0793
H  -27.92267  -1.13855  4.35505  0.0838
H  -26.81360  -3.26260  6.24257  0.1153
H  -28.88694  -4.53483  5.87707  0.1253
H  -29.58661  -3.20942  4.92081  0.1296
H  -31.27018  -2.42962  6.43395  0.0872
H  -30.90392  -2.35074  8.11954  0.0856
H  -31.05901  -3.92827  7.29741  0.0879
H  -27.02647  -4.69503  4.41250  0.0225
H  -26.02461  -3.57770  4.15220  0.0314


Model ii:
Computed, not measured: a molecular structure, C52H132BHgN12O20, with ωB97M-V/def2-TZVPD.

Total charge: +1
HOMO-LUMO gap, eV: 7.32
M, g mol⁻¹: 1457.1

Each line ends with the Löwdin charge.
CARTESIAN COORDINATES (ANGSTROEM)
Hg  -1.84742  2.12484  -4.68278  1.2615
O  0.16543  -3.60684  1.47039  0.0864
C  0.21963  -2.41752  1.10426  -0.3153
O  -0.75536  -1.69921  0.53432  0.1984
B  -0.26860  -0.32872  0.19870  -0.8580
O  1.16489  -0.28862  0.65150  0.1802
C  1.47335  -1.50629  1.15575  -0.3087
O  2.56740  -1.85978  1.61205  0.1056
O  -1.08692  0.64847  0.96458  0.2093
C  -1.66842  1.50913  0.14794  -0.3077
O  -2.40188  2.45517  0.45612  0.0977
C  -1.27345  1.05771  -1.28856  -0.3259
O  -0.45980  0.05939  -1.19250  0.2517
O  -1.72044  1.57282  -2.30833  0.0337
C  -2.17242  -1.41032  6.12406  -0.0377
C  -1.63591  -0.39303  5.10172  -0.4405
C  -0.27693  -0.80503  4.49729  -0.1666
O  0.77635  -0.75569  5.51444  -0.1742
C  2.01832  -1.30057  5.05147  -0.1080
N  -2.58400  -0.25530  4.03174  0.0501
H  -3.05877  -0.99726  6.60557  0.0781
H  -1.38084  -1.48358  6.86983  0.0779
H  -2.35860  -2.36676  5.63552  0.0587
H  -1.49517  0.55783  5.61567  0.1370
H  -0.12408  -0.17829  3.61870  0.1106
H  -0.45092  -1.82590  4.15720  0.1135
H  2.43009  -0.76418  4.19658  0.0649
H  1.85931  -2.36566  4.88296  0.0916
H  2.75873  -1.23722  5.84889  0.0828
H  -2.15633  0.24690  3.26688  0.0413
H  -2.83385  -1.11843  3.57057  0.0326
C  3.55828  -5.02080  0.72039  -0.0587
C  2.87826  -5.71805  -0.49998  -0.3972
C  2.51093  -7.20328  -0.25476  -0.1745
O  2.09709  -7.98291  -1.38702  -0.2257
C  2.96878  -8.24471  -2.52845  -0.0699
N  1.78181  -4.77339  -0.75516  0.0578
H  4.13616  -4.20398  0.28799  0.0704
H  4.30286  -5.70459  1.12797  0.0751
H  2.88550  -4.57308  1.45183  0.0646
H  3.67095  -5.65731  -1.24566  0.1240
H  1.75984  -7.27446  0.53194  0.1154
H  3.36453  -7.77020  0.11683  0.1180
H  2.49777  -8.98560  -3.17447  0.0868
H  3.91742  -8.64095  -2.16626  0.0810
H  3.18788  -7.29491  -3.01629  0.0719
H  1.21319  -5.29281  -1.40859  0.0675
H  1.18798  -4.68879  0.05743  0.0295
C  3.97010  2.42847  -3.56835  -0.0205
C  2.80954  1.38654  -3.42550  -0.4532
C  3.16236  -0.04728  -3.20508  -0.1827
O  1.95368  -0.76306  -3.23352  -0.2394
C  1.94582  -2.12656  -2.85871  -0.0737
N  1.97814  1.81178  -2.37680  0.0587
H  3.62158  3.45828  -3.64672  0.0707
H  4.68517  2.15513  -4.34427  0.0803
H  4.60613  2.49555  -2.68571  0.0623
H  2.36138  1.41757  -4.41862  0.1137
H  3.58531  0.01450  -2.20239  0.1298
H  3.87764  -0.34035  -3.97358  0.1428
H  0.92296  -2.50298  -2.84530  0.0876
H  2.55050  -2.24108  -1.95907  0.0822
H  2.57807  -2.71270  -3.52564  0.0912
H  2.54761  2.02982  -1.57165  0.0384
H  1.57813  0.95048  -2.03293  0.0598
C  0.72400  5.30295  -3.05316  -0.0465
C  -0.49508  4.49047  -3.43491  -0.3649
C  -1.45342  5.27788  -4.49849  -0.1351
O  -2.16513  4.37379  -5.31312  -0.3181
C  -2.54523  5.02477  -6.49293  -0.0938
N  0.04866  3.26620  -3.97078  -0.0063
H  1.37263  5.70473  -3.83158  0.0946
H  1.34738  4.77461  -2.33179  0.0778
H  0.40572  6.15348  -2.45034  0.0859
H  -1.17283  4.21351  -2.62742  0.1138
H  -0.75703  5.85768  -5.10428  0.1170
H  -2.16987  6.00806  -4.12213  0.1384
H  -1.64842  5.33228  -7.03077  0.1017
H  -3.26072  5.83682  -6.36352  0.1132
H  -2.89325  4.27862  -7.20722  0.0837
H  0.56896  2.83383  -3.22081  0.0303
H  0.89175  3.50605  -4.47255  0.0953
C  -0.52556  -1.93350  -6.01017  -0.0219
C  -1.26558  -0.72047  -5.37852  -0.3919
C  -2.29960  -1.12413  -4.34349  -0.2077
O  -3.15155  -0.12372  -3.84564  -0.2842
C  -4.05809  -0.50432  -2.76273  -0.0247
N  -0.28512  0.21750  -4.74125  0.0395
H  -1.19053  -2.76056  -6.25893  0.0845
H  0.10840  -2.31527  -5.20989  0.0690
H  0.05389  -1.71292  -6.90666  0.0869
H  -1.72274  -0.16972  -6.20056  0.1048
H  -1.92651  -1.79217  -3.56720  0.1289
H  -3.02514  -1.76010  -4.85068  0.1333
H  -4.95292  -0.88969  -3.25147  0.1021
H  -4.37014  0.37489  -2.19906  0.0761
H  -3.58153  -1.21069  -2.08300  0.0819
H  0.13022  -0.21931  -3.93083  0.0586
H  0.48826  0.44484  -5.34977  0.0823
C  -1.73459  -4.96434  4.17424  -0.0578
C  -2.17053  -6.26601  3.45565  -0.4291
C  -1.46889  -6.55182  2.12102  -0.1395
O  -1.95718  -7.87614  1.64794  -0.2009
C  -1.74845  -8.17773  0.29647  -0.1255
N  -2.01980  -7.35807  4.41419  0.0436
H  -2.39047  -4.72893  5.01240  0.0750
H  -1.78647  -4.13881  3.46437  0.0417
H  -0.67040  -5.00427  4.40660  0.0803
H  -3.22955  -6.14139  3.22975  0.1257
H  -0.39235  -6.60097  2.28452  0.1198
H  -1.69521  -5.83341  1.33312  0.0956
H  -0.71046  -8.04950  -0.01049  0.0719
H  -2.34005  -7.60407  -0.41698  0.0700
H  -1.96462  -9.23206  0.12398  0.0902
H  -1.03511  -7.52639  4.56304  0.0698
H  -2.15012  -8.24156  3.94241  0.0607
C  -4.61477  -0.89057  0.99687  -0.0261
C  -4.70895  -2.34391  1.47758  -0.4245
C  -3.63984  -3.33050  1.04572  -0.1670
O  -3.57833  -3.32574  -0.38944  -0.2001
C  -2.58656  -4.08119  -1.08352  -0.0832
N  -4.78846  -2.29261  2.93562  0.0487
H  -5.44083  -0.32232  1.42443  0.0862
H  -4.68004  -0.86954  -0.09097  0.0524
H  -3.67137  -0.45939  1.33182  0.0656
H  -5.62403  -2.74276  1.03981  0.1320
H  -3.87876  -4.35000  1.34844  0.1269
H  -2.67012  -2.99453  1.41297  0.1042
H  -2.67196  -3.75264  -2.11931  0.0730
H  -2.71588  -5.16256  -1.03853  0.0738
H  -1.57344  -3.90664  -0.72127  0.0687
H  -5.00494  -3.21456  3.28671  0.0797
H  -5.47756  -1.62190  3.24450  0.0818
C  4.92250  -2.34585  4.18979  -0.0623
C  6.42484  -2.78373  4.04141  -0.4070
C  7.25085  -1.61798  3.43200  -0.2248
O  8.60015  -1.97061  3.33824  -0.1888
C  9.37966  -1.05365  2.62192  -0.1032
N  6.91652  -3.08915  5.36967  0.0425
H  4.33325  -3.14347  4.64220  0.0824
H  4.52806  -2.13005  3.19684  0.0506
H  4.77917  -1.41133  4.73223  0.0649
H  6.54292  -3.67353  3.42302  0.1359
H  7.10724  -0.70467  4.00934  0.1257
H  6.87272  -1.43326  2.42652  0.1124
H  8.98694  -0.80510  1.63597  0.0745
H  10.42657  -1.34826  2.54926  0.0934
H  9.33217  -0.18536  3.27911  0.0897
H  6.67729  -2.20437  5.79396  0.0634
H  7.90459  -2.97138  5.19660  0.0586
C  4.29494  0.93073  2.34392  -0.0410
C  4.57273  1.61970  1.02033  -0.3859
C  5.69677  0.94122  0.17082  -0.1700
O  6.87476  0.75241  0.96446  -0.2202
C  7.85713  1.74912  0.71829  -0.0871
N  3.37137  1.88056  0.18541  0.0726
H  5.19567  0.70762  2.91578  0.0764
H  3.69323  0.02442  2.27581  0.0499
H  3.77902  1.61705  3.01542  0.0733
H  4.97634  2.58758  1.31767  0.1335
H  5.87330  1.41905  -0.79282  0.1076
H  5.33434  -0.06236  -0.05182  0.1202
H  8.07907  1.67491  -0.34629  0.0820
H  8.76256  1.51397  1.27776  0.0829
H  7.41943  2.74078  0.83286  0.0890
H  3.05338  0.92212  0.16576  0.0512
H  2.79962  2.31678  0.89458  0.0320
C  1.17102  3.29422  2.35120  -0.0401
C  1.02711  4.60815  1.56427  -0.4055
C  -0.30438  5.38925  1.64610  -0.1561
O  -0.16954  6.60513  0.85821  -0.1797
C  -1.36881  7.27515  0.85844  -0.1430
N  2.16715  5.37931  2.06919  0.0277
H  0.53435  2.59331  1.81131  0.0665
H  0.82636  3.42419  3.37707  0.0952
H  2.16917  2.86006  2.40860  0.0459
H  1.33934  4.50303  0.52525  0.1228
H  -0.45134  5.65834  2.69209  0.1248
H  -1.16784  4.79547  1.34621  0.1037
H  -1.81308  7.57089  1.80884  0.0863
H  -2.14643  6.71042  0.34415  0.0646
H  -1.11539  8.11897  0.21668  0.0976
H  2.25289  6.29165  1.64447  0.0689
H  2.07635  5.48461  3.06958  0.0729
C  -6.00505  1.77495  -6.64746  -0.0382
C  -4.90891  2.44319  -5.91616  -0.4001
C  -5.08230  2.57392  -4.37528  -0.1082
O  -3.83911  3.04162  -3.75896  -0.2980
C  -4.01982  3.53419  -2.44100  -0.0870
N  -3.68653  1.63144  -6.11071  0.0279
H  -6.85728  2.44776  -6.74303  0.1019
H  -6.34477  0.90281  -6.08883  0.0980
H  -5.65549  1.44014  -7.62409  0.0953
H  -4.79361  3.48372  -6.21965  0.1317
H  -5.37835  1.68978  -3.81071  0.1227
H  -5.76957  3.40761  -4.23129  0.1363
H  -3.21250  4.15676  -2.05533  0.0797
H  -4.13147  2.69760  -1.75127  0.0852
H  -4.86024  4.20618  -2.26715  0.0999
H  -3.98634  0.68999  -5.90123  0.0831
H  -3.65861  1.67732  -7.11927  0.0955
C  -4.68580  5.50228  1.03388  -0.0558
C  -4.35167  4.76483  2.36618  -0.4208
C  -5.12104  5.23385  3.59863  -0.1782
O  -4.94123  6.62405  3.89944  -0.1875
C  -3.67262  6.94618  4.44825  -0.1043
N  -4.45251  3.31136  2.18380  0.0550
H  -4.69187  6.59063  1.09360  0.0734
H  -5.70383  5.27755  0.71577  0.0743
H  -3.94291  5.28386  0.26674  0.0416
H  -3.30785  5.07332  2.42410  0.0958
H  -4.82317  4.66434  4.47898  0.1190
H  -6.19392  5.06056  3.51482  0.1303
H  -3.71744  8.00632  4.69764  0.0904
H  -2.81346  6.71964  3.81689  0.0598
H  -3.59556  6.51145  5.44482  0.0876
H  -3.72718  3.04333  1.53406  0.0052
H  -4.22454  2.82952  3.04169  0.0682


Pick the most stable structure from those above. Pick: model i